Computed, not measured: an isolated molecule of C2H8OP4S in a non-equilibrium geometry, with ωB97M-V with the def2-TZVPD basis set.

Values from the calculation:
Electronic energy: -1919.73921 Eh
Relative energy (zero: lowest compared OMol25 entry of this formula, charge and spin): 7.31 kcal/mol
SMILES: O=C(CS)[PH2]=[PH]=P#[PH2]

Geometry as XYZ:
```
16
Properties=species:S:1:pos:R:3:forces:R:3
O -0.698 1.038 -0.554 -0.7593 0.2590 0.3490
C -0.893 0.465 0.492 -0.0463 0.1079 -0.2138
C -1.856 -0.678 0.630 0.0282 -0.2830 -0.2752
S -0.740 -2.107 0.827 -0.1973 -0.3231 0.2281
P 0.247 0.721 1.924 -0.0964 -0.0362 0.8590
P 2.033 1.191 0.041 0.5577 -0.1317 -1.0132
P 2.312 -0.408 -1.180 0.3234 0.2404 0.4261
P 0.509 -0.338 -2.401 -0.1973 -0.5990 -0.2707
H -2.481 -0.801 -0.254 0.0067 0.1273 0.0877
H -2.455 -0.628 1.537 0.0052 0.0429 -0.0376
H -0.213 -2.037 -0.401 -0.0036 0.0379 -0.0991
H -0.731 0.434 2.901 -0.1578 -0.1563 0.2142
H 0.045 2.096 1.986 -0.0694 0.4626 0.0662
H 3.162 0.901 0.813 0.4307 -0.0984 0.2514
H 0.584 0.972 -2.833 -0.1395 0.6327 -0.1290
H 1.174 -0.820 -3.526 0.3148 -0.2831 -0.4431
```
Positions in Å, forces in eV/Å.

These are the Löwdin partial charges, in e, on atoms 1 to 6: atom 1 (O): -0.220, atom 2 (C): -0.839, atom 3 (C): -0.514, atom 4 (S): 0.702, atom 5 (P): 0.694, atom 6 (P): 0.313